No. 1
C25H22IrN4O6S as an isolated structure. Source: the OMol25 dataset; level of theory: ωB97M-V/def2-TZVPD.

```
59
C25H22IrN4O6S (ωB97M-V/def2-TZVPD)
Ir 0.682 -0.425 0.628
O -2.499 4.186 -0.250
C -3.435 3.250 -0.027
C -4.766 3.657 0.037
C -5.774 2.734 0.229
C -5.474 1.380 0.367
C -4.159 0.971 0.338
C -3.122 1.889 0.148
C -1.738 1.402 0.198
O -1.498 0.264 0.667
N -0.765 2.218 -0.251
N 0.430 1.678 -0.142
C 1.490 2.295 -0.537
C 2.727 1.631 -0.315
C 3.970 2.162 -0.683
C 5.119 1.448 -0.438
C 5.028 0.202 0.178
C 3.775 -0.267 0.519
N 2.662 0.420 0.283
H -1.630 3.734 -0.333
H -4.988 4.710 -0.079
H -6.803 3.067 0.276
H -6.267 0.656 0.503
H -3.891 -0.071 0.459
H 1.425 3.271 -1.002
H 4.000 3.137 -1.151
H 6.088 1.845 -0.710
H 5.909 -0.386 0.388
H 3.648 -1.236 0.983
O 0.770 -0.481 2.897
N 0.008 -1.480 3.308
C -1.326 -1.308 3.382
C -2.145 -2.321 3.820
C -1.593 -3.541 4.182
C -0.221 -3.703 4.079
C 0.562 -2.659 3.640
H -1.678 -0.353 3.024
H -3.210 -2.149 3.860
H -2.223 -4.353 4.518
H 0.251 -4.644 4.321
H 1.626 -2.727 3.492
C 1.366 0.673 -4.838
C 1.198 -0.255 -3.667
C -0.055 -0.470 -3.103
C -0.208 -1.305 -2.004
C 0.909 -1.937 -1.462
C 2.166 -1.749 -2.033
C 2.304 -0.911 -3.122
S 0.744 -2.983 -0.001
O -0.536 -2.566 0.595
O 0.829 -4.369 -0.361
O 1.868 -2.502 0.844
H 0.408 0.883 -5.312
H 2.035 0.242 -5.583
H 1.802 1.620 -4.512
H -0.920 0.026 -3.525
H -1.182 -1.486 -1.566
H 3.021 -2.252 -1.598
H 3.284 -0.759 -3.560
```

Properties
Strongest force on any atom   6.5 eV/A
<S²>   0.772
Highest occupied orbital energy (spin up / spin down)   -7.25 / -7.55 eV
Multiplicity   2
Relative energy (zero: lowest compared OMol25 entry of this formula, charge and spin)   26.67 kcal per mole
LUMO level (spin up / spin down)   -0.825 / -0.830 eV
Frontier orbital gap (spin up / spin down)   6.426 / 6.718 eV

No. 2
C25H22N5O4Ru as an isolated structure. Source: the OMol25 dataset; level of theory: ωB97M-V/def2-TZVPD.

```
57
C25H22N5O4Ru (ωB97M-V/def2-TZVPD)
Ru 0.322 -0.169 0.129
C -2.507 -1.546 1.047
N -2.106 -0.741 -0.111
C -2.276 -1.499 -1.355
C -1.323 -1.095 -2.446
C -1.722 -1.077 -3.777
C -0.788 -0.773 -4.754
C 0.515 -0.490 -4.374
C 0.832 -0.538 -3.026
N -0.064 -0.840 -2.095
C -2.838 0.536 -0.120
C -2.099 1.692 -0.753
C -2.737 2.902 -1.025
C -2.010 3.936 -1.591
C -0.671 3.738 -1.898
C -0.111 2.511 -1.595
N -0.811 1.535 -1.029
C -1.866 -1.040 2.310
C -2.531 -1.007 3.527
C -1.827 -0.646 4.665
C -0.484 -0.322 4.547
C 0.105 -0.366 3.294
N -0.574 -0.720 2.209
H -2.137 -2.569 0.906
H -3.599 -1.589 1.151
H -3.310 -1.428 -1.716
H -2.064 -2.555 -1.150
H -2.742 -1.310 -4.040
H -1.077 -0.760 -5.794
H 1.269 -0.244 -5.105
H 1.840 -0.338 -2.679
H -3.042 0.817 0.920
H -3.808 0.416 -0.628
H -3.780 3.031 -0.786
H -2.480 4.885 -1.797
H -0.071 4.512 -2.347
H 0.930 2.298 -1.814
H -3.574 -1.275 3.579
H -2.316 -0.630 5.626
H 0.101 -0.052 5.409
H 1.155 -0.127 3.161
O 3.218 -3.665 0.471
C 2.581 -2.531 0.368
O 1.406 -2.438 0.041
C 3.382 -1.321 0.718
C 4.694 -1.332 1.180
C 5.285 -0.120 1.525
C 4.549 1.051 1.414
C 3.235 0.955 0.974
N 2.680 -0.187 0.616
C 2.272 2.187 0.966
O 2.768 3.284 0.994
O 1.065 1.834 0.951
H 2.669 -4.442 0.259
H 5.227 -2.266 1.275
H 6.297 -0.089 1.900
H 4.947 2.019 1.674
```

Properties
Strongest force on any atom   3.1 eV/A
<S²>   0.833
Highest occupied orbital energy (spin up / spin down)   -14.57 / -14.70 eV
Multiplicity   2
Relative energy (zero: lowest compared OMol25 entry of this formula, charge and spin)   86.99 kcal per mole
LUMO level (spin up / spin down)   -7.922 / -7.278 eV
Net charge   +2
Frontier orbital gap (spin up / spin down)   6.652 / 7.423 eV

No. 3
C25H22O4S in the gas phase. Source: the OMol25 dataset; level of theory: ωB97M-V/def2-TZVPD.

```
52
C25H22O4S (ωB97M-V/def2-TZVPD)
C 3.850 3.592 -4.938
O 2.920 3.489 -3.888
C 3.082 2.517 -2.959
C 4.125 1.596 -2.941
C 4.204 0.663 -1.928
C 3.248 0.607 -0.915
C 3.465 -0.380 0.173
O 4.588 -0.802 0.401
C 2.333 -0.853 0.980
C 1.055 -0.951 0.593
C -0.013 -1.502 1.409
C 0.218 -2.424 2.432
C -0.825 -2.916 3.187
C -2.135 -2.497 2.959
C -3.243 -3.015 3.773
C -3.301 -4.363 4.120
C -4.345 -4.848 4.885
C -5.345 -3.995 5.321
C -5.296 -2.652 4.985
C -4.256 -2.166 4.214
C -2.368 -1.575 1.939
C -1.329 -1.097 1.169
C 2.200 1.526 -0.939
C 2.106 2.471 -1.945
C 0.966 3.431 -1.991
S -0.088 3.155 -3.466
C -0.615 1.427 -3.164
C -1.626 1.496 -2.062
O -1.363 1.508 -0.886
O -2.872 1.601 -2.526
H 4.856 3.808 -4.565
H 3.873 2.681 -5.545
H 3.506 4.423 -5.552
H 4.884 1.609 -3.707
H 5.019 -0.044 -1.903
H 2.637 -1.237 1.946
H 0.751 -0.592 -0.381
H 1.222 -2.774 2.621
H -0.624 -3.621 3.981
H -2.533 -5.036 3.769
H -4.381 -5.897 5.141
H -6.159 -4.374 5.921
H -6.071 -1.981 5.326
H -4.213 -1.115 3.970
H -3.379 -1.252 1.736
H -1.520 -0.373 0.392
H 1.463 1.536 -0.151
H 1.309 4.457 -2.114
H 0.335 3.344 -1.107
H 0.262 0.844 -2.884
H -1.061 1.074 -4.090
H -3.504 1.731 -1.801
```

Properties
Strongest force on any atom   0.7 eV/A
Highest occupied orbital energy   -8.31 eV
Relative energy (zero: lowest compared OMol25 entry of this formula, charge and spin)   0.00 kcal per mole
LUMO level   -0.079 eV
SMILES   COc1ccc(C(=O)/C=C/c2ccc(-c3ccccc3)cc2)cc1CSCC(=O)O
Frontier orbital gap   8.227 eV

No. 4
A 2-piece molecular cluster, C25H23BCl2NO5 overall. Source: the OMol25 dataset; level of theory: ωB97M-V/def2-TZVPD.

```
57
C25H23BCl2NO5 (ωB97M-V/def2-TZVPD)
C 4.289 -0.316 -3.371
C 3.081 0.102 -2.665
C 2.340 1.240 -2.829
C 1.152 1.032 -2.093
C 1.205 -0.181 -1.448
B 0.175 -1.279 -0.688
N 0.152 -2.872 -0.861
C 0.050 -3.504 -2.191
C 1.315 -3.380 -0.076
C 1.508 -2.304 0.967
O 2.211 -2.341 1.950
O 0.683 -1.251 0.692
C -1.130 -3.106 -0.085
C -2.009 -1.928 -0.397
O -3.216 -1.854 -0.280
O -1.238 -0.898 -0.857
O 2.404 -0.764 -1.837
H 4.320 0.219 -4.329
H 5.184 -0.004 -2.814
H 4.362 -1.392 -3.568
H 2.642 2.117 -3.401
H 0.344 1.745 -2.007
H -0.352 -4.524 -2.074
H -0.613 -2.934 -2.854
H 1.047 -3.586 -2.649
H 1.095 -4.359 0.388
H 2.203 -3.465 -0.720
H -1.602 -4.065 -0.333
H -0.925 -3.135 0.998
Cl 3.808 6.244 0.689
C 2.781 4.871 0.653
C 3.212 3.667 1.222
C 2.376 2.562 1.181
C 1.090 2.628 0.597
C 0.257 1.448 0.575
C -1.153 1.434 0.830
C -1.635 0.845 1.981
C -2.986 0.431 2.270
C -3.199 -0.739 3.052
C -4.381 -1.452 2.925
C -5.439 -0.888 2.197
Cl -6.817 -1.851 1.830
C -5.345 0.412 1.674
C -4.123 1.076 1.730
C 0.656 3.867 0.071
C 1.529 4.951 0.023
H 4.177 3.632 1.718
H 2.720 1.615 1.581
H 0.766 0.615 1.032
H -1.838 1.851 0.085
H -0.885 0.554 2.717
H -2.389 -1.126 3.673
H -4.515 -2.425 3.386
H -6.226 0.867 1.225
H -4.028 2.087 1.341
H -0.343 3.929 -0.362
H 1.253 5.882 -0.462
```

Properties
Strongest force on any atom   4.1 eV/A
Highest occupied orbital energy   -11.03 eV
Relative energy (zero: lowest compared OMol25 entry of this formula, charge and spin)   0.23 kcal per mole
LUMO level   -5.263 eV
Net charge   +1
Frontier orbital gap   5.766 eV

No. 5
C25H23CaF4N6OSe as an isolated structure. Source: the OMol25 dataset; level of theory: ωB97M-V/def2-TZVPD.

```
61
C25H23CaF4N6OSe (ωB97M-V/def2-TZVPD)
Ca 0.141 -0.004 -0.434
C -0.277 0.907 3.986
C -0.604 0.732 2.540
N -0.246 -0.262 1.829
N 0.561 -1.262 2.362
C 1.004 -2.059 1.392
O 0.713 -2.014 0.152
C 1.963 -3.116 1.864
C 2.528 -3.990 0.946
C 3.416 -4.973 1.370
C 3.739 -5.085 2.716
C 3.177 -4.210 3.639
C 2.295 -3.229 3.213
C -1.316 1.849 1.797
C -1.896 2.899 2.488
C -2.450 3.953 1.780
C -2.393 3.941 0.401
C -1.810 2.847 -0.217
N -1.308 1.812 0.452
H 0.349 0.086 4.320
H -1.186 0.931 4.596
H 0.248 1.854 4.131
H 2.265 -3.882 -0.099
H 3.858 -5.650 0.650
H 4.432 -5.850 3.046
H 3.429 -4.289 4.689
H 1.852 -2.533 3.911
H -1.886 2.905 3.569
H -2.891 4.790 2.308
H -2.772 4.761 -0.194
H -1.738 2.792 -1.299
C -2.387 -2.382 -0.469
N -2.350 -1.031 -1.020
C -3.476 -0.261 -0.517
C -2.340 -1.066 -2.499
C -1.657 0.145 -3.116
N -0.280 0.124 -2.654
C 0.666 0.977 -3.129
C 2.016 0.770 -2.721
F 2.271 -0.286 -1.908
C 3.048 1.584 -3.109
F 4.286 1.297 -2.671
C 2.854 2.673 -3.941
C 1.561 2.894 -4.356
F 1.284 3.945 -5.157
C 0.508 2.086 -3.979
F -0.733 2.419 -4.421
H -3.301 -2.916 -0.780
H -2.368 -2.332 0.621
H -1.511 -2.940 -0.793
H -4.432 -0.747 -0.771
H -3.474 0.743 -0.940
H -3.402 -0.166 0.567
H -3.371 -1.170 -2.875
H -1.787 -1.959 -2.795
H -2.211 1.056 -2.834
H -1.751 0.086 -4.207
H 3.666 3.324 -4.227
Se 1.917 4.213 1.745
C 1.839 2.635 0.818
N 1.717 1.636 0.235
```

Properties
Strongest force on any atom   1.3 eV/A
Highest occupied orbital energy   -4.42 eV
LUMO level   2.410 eV
Net charge   -1
Frontier orbital gap   6.831 eV

No. 6
C25H23Cl5N7SV as an isolated structure. Source: the OMol25 dataset; level of theory: ωB97M-V/def2-TZVPD.

```
62
C25H23Cl5N7SV (ωB97M-V/def2-TZVPD)
V -0.233 -0.107 0.257
C 1.197 -0.916 -2.586
N 0.273 -1.440 -1.568
C -1.095 -1.626 -2.102
C -2.027 -2.077 -0.996
C -3.063 -2.962 -1.231
C -3.859 -3.355 -0.165
C -3.578 -2.872 1.102
C -2.517 -1.997 1.255
N -1.761 -1.605 0.230
C 0.786 -2.731 -1.069
C 1.492 -2.639 0.258
C 2.393 -3.623 0.634
C 2.926 -3.599 1.911
C 2.536 -2.592 2.779
C 1.648 -1.636 2.323
N 1.143 -1.641 1.081
C 1.102 0.572 -2.805
C 2.000 1.201 -3.657
C 1.866 2.564 -3.863
C 0.837 3.239 -3.226
C -0.005 2.525 -2.391
N 0.131 1.217 -2.169
H 1.036 -1.445 -3.536
H 2.213 -1.163 -2.266
H -1.112 -2.389 -2.892
H -1.421 -0.674 -2.524
H -3.242 -3.330 -2.232
H -4.684 -4.037 -0.320
H -4.162 -3.155 1.965
H -2.262 -1.567 2.216
H 1.449 -3.195 -1.807
H -0.050 -3.423 -0.941
H 2.657 -4.401 -0.069
H 3.628 -4.359 2.226
H 2.904 -2.535 3.792
H 1.309 -0.831 2.961
H 2.777 0.631 -4.149
H 2.547 3.087 -4.521
H 0.680 4.299 -3.368
H -0.819 3.011 -1.871
Cl -2.647 1.243 -0.551
C -2.482 1.511 1.215
C -1.300 1.087 1.794
C -1.183 1.471 3.115
Cl 0.348 1.125 3.945
C -2.148 2.164 3.837
Cl -1.912 2.578 5.488
C -3.335 2.523 3.194
Cl -4.567 3.356 4.048
C -3.503 2.207 1.845
Cl -4.931 2.676 1.013
N 1.823 1.162 0.625
N 2.447 2.387 0.268
C 1.769 3.578 0.338
N 2.565 4.642 0.083
S 0.171 3.742 0.693
H 1.673 1.145 1.638
H 2.497 0.441 0.394
H 3.425 2.432 0.513
H 3.508 4.553 -0.255
H 2.139 5.551 0.094
```

Properties
Strongest force on any atom   0.7 eV/A
<S²>   3.760
Highest occupied orbital energy (spin up / spin down)   -10.11 / -10.34 eV
Multiplicity   4
Relative energy (zero: lowest compared OMol25 entry of this formula, charge and spin)   18.78 kcal per mole
LUMO level (spin up / spin down)   -2.506 / -2.618 eV
Net charge   +1
Frontier orbital gap (spin up / spin down)   7.599 / 7.721 eV

No. 7
C25H23FN4O3S2W as an isolated structure. Source: the OMol25 dataset; level of theory: ωB97M-V/def2-TZVPD.

```
59
C25H23FN4O3S2W (ωB97M-V/def2-TZVPD)
W 0.604 -1.117 -0.925
C 0.185 -3.127 0.908
C -0.004 -2.738 2.223
C -1.257 -2.272 2.633
C -2.286 -2.112 1.722
C -2.083 -2.427 0.382
C -0.861 -2.976 -0.034
H 1.087 -3.664 0.652
H 0.789 -2.869 2.948
H -1.425 -2.051 3.679
H -3.252 -1.746 2.043
H -2.886 -2.300 -0.332
H -0.837 -3.521 -0.969
S 0.702 0.972 -2.128
C -0.703 0.496 -3.022
S -0.986 -1.164 -2.642
C -1.445 1.264 -3.842
C -1.079 2.636 -4.035
N -0.723 3.719 -4.173
C -2.602 0.729 -4.492
N -3.543 0.301 -4.992
C -1.088 1.013 3.967
C -2.017 1.754 3.012
C -1.400 2.070 1.619
C -2.239 3.157 0.915
C -1.761 3.502 -0.487
C -0.009 2.627 1.861
O 0.229 3.666 2.386
N 1.097 1.805 1.455
C 0.934 0.660 0.825
O 1.900 0.027 0.222
N -0.239 0.053 0.617
C -1.443 0.795 0.775
O -2.448 0.411 0.248
H -1.632 0.691 4.853
H -0.275 1.655 4.310
H -0.645 0.127 3.505
H -2.301 2.713 3.446
H -2.939 1.199 2.831
H -2.201 4.037 1.557
H -3.270 2.804 0.895
H -0.719 3.836 -0.498
H -2.357 4.313 -0.902
H -1.863 2.648 -1.160
H 2.025 2.210 1.535
F 5.982 0.023 -1.329
C 4.878 -0.664 -1.460
C 4.107 -0.468 -2.602
C 2.951 -1.196 -2.728
C 2.533 -2.112 -1.709
C 1.352 -2.946 -1.886
C 3.398 -2.290 -0.576
C 4.550 -1.577 -0.447
H 4.444 0.219 -3.366
H 2.356 -1.112 -3.629
H 1.338 -3.868 -1.319
H 1.009 -3.084 -2.904
H 3.142 -3.027 0.175
H 5.224 -1.707 0.389
```

Properties
Strongest force on any atom   0.6 eV/A
Highest occupied orbital energy   -15.37 eV
Relative energy (zero: lowest compared OMol25 entry of this formula, charge and spin)   24.25 kcal per mole
LUMO level   -9.259 eV
Net charge   +2
Frontier orbital gap   6.110 eV

No. 8
C25H23IMnN7O3S as an isolated structure. Source: the OMol25 dataset; level of theory: ωB97M-V/def2-TZVPD.

```
61
C25H23IMnN7O3S (ωB97M-V/def2-TZVPD)
Mn -0.686 1.381 -0.888
O -1.857 0.851 0.491
C -2.065 -0.304 1.076
C -3.037 -0.397 2.085
C -3.286 -1.590 2.734
C -2.584 -2.741 2.382
C -1.630 -2.677 1.388
C -1.342 -1.480 0.721
C -0.340 -1.474 -0.310
N -0.162 -0.466 -1.116
N 0.583 -0.728 -2.238
C 0.678 0.342 -2.978
O 0.155 1.482 -2.612
C 1.357 0.233 -4.278
C 1.729 -1.016 -4.784
C 2.379 -1.112 -6.001
C 2.668 0.033 -6.735
C 2.282 1.274 -6.249
C 1.628 1.374 -5.031
H -3.579 0.504 2.349
H -4.031 -1.631 3.520
H -2.793 -3.681 2.877
H -1.075 -3.565 1.112
H 0.180 -2.398 -0.542
H 1.493 -1.894 -4.200
H 2.661 -2.085 -6.384
H 3.193 -0.048 -7.679
H 2.495 2.167 -6.823
H 1.323 2.336 -4.641
N -0.116 2.096 2.388
C 1.005 2.194 1.629
N 2.180 2.375 2.300
O 0.963 2.273 0.393
H -0.018 1.707 3.311
H -0.932 1.787 1.871
H 2.253 1.887 3.178
H 2.986 2.243 1.713
C 1.048 -5.907 2.628
C 1.186 -4.522 3.196
C 1.225 -4.307 4.574
C 1.360 -2.988 4.977
N 1.472 -1.972 4.138
C 1.471 -2.265 2.809
S 1.704 -0.995 1.695
N 1.302 -3.527 2.332
H 1.867 -6.541 2.972
H 1.063 -5.856 1.541
H 0.116 -6.372 2.957
H 1.147 -5.118 5.287
H 1.390 -2.725 6.033
I 0.470 7.136 -0.800
C -1.001 5.629 -0.864
C -2.339 5.976 -0.748
C -3.243 4.919 -0.733
C -2.787 3.624 -0.837
N -1.494 3.303 -0.981
C -0.612 4.317 -0.996
H -2.660 7.004 -0.671
H -4.301 5.120 -0.633
H -3.467 2.783 -0.802
H 0.426 4.032 -1.102
```

Properties
Strongest force on any atom   1.5 eV/A
<S²>   0.770
Highest occupied orbital energy (spin up / spin down)   -3.70 / -3.68 eV
Multiplicity   2
Relative energy (zero: lowest compared OMol25 entry of this formula, charge and spin)   24.14 kcal per mole
LUMO level (spin up / spin down)   1.907 / 1.907 eV
Net charge   -1
Frontier orbital gap (spin up / spin down)   5.602 / 5.586 eV

Number 1: calculated total energy -2138.74294 hartree. Number 2: calculated total energy -1634.98899 hartree. Number 3: calculated total energy -1665.02401 hartree. Number 4: calculated total energy -2342.44226 hartree. Number 5: calculated total energy -4848.93880 hartree. Number 6: calculated total energy -4992.77768 hartree. Number 7: calculated total energy -2373.93727 hartree. Number 8: calculated total energy -3422.49545 hartree.